{
  "formula": "C5H11N3",
  "method": "ωB97M-V/def2-TZVPD",
  "homo_ev": -9.183,
  "symbols": ["H", "N", "C", "N", "C", "C", "N", "C", "C", "H", "H", "H", "H", "H", "H", "H", "H", "H", "H"],
  "positions_angstrom": [[-0.46, 2.43, -1.74], [-0.47, 1.52, -2.19], [-0.09, 0.56, -1.48], [0.00, -0.68, -2.05], [0.37, 0.57, -0.02], [0.89, 1.94, 0.43], [-0.80, 0.27, 0.77], [-1.01, -0.83, 1.34], [-0.19, -2.08, 1.42], [-0.44, -0.76, -2.96], [-0.08, -1.49, -1.45], [1.18, -0.17, 0.08], [1.05, 1.94, 1.50], [1.82, 2.17, -0.08], [0.15, 2.71, 0.21], [-1.96, -0.88, 1.88], [-0.60, -2.85, 0.76], [0.85, -1.91, 1.14], [-0.22, -2.47, 2.45]]
}

***

{
  "formula": "C21H29CuN4OTe",
  "method": "ωB97M-V/def2-TZVPD",
  "total_charge": -2,
  "homo_ev": -0.642,
  "symbols": ["Cu", "O", "C", "C", "C", "C", "C", "C", "N", "H", "H", "H", "H", "H", "H", "H", "C", "C", "C", "C", "N", "N", "C", "H", "H", "H", "H", "H", "H", "H", "H", "Te", "C", "C", "C", "C", "C", "C", "H", "H", "H", "H", "H", "C", "C", "C", "C", "N", "H", "H", "H", "H", "H", "H", "H", "H", "H"],
  "positions_angstrom": [[0.21, 0.07, -1.40], [-2.48, -0.12, -0.16], [-2.30, 1.21, -0.35], [-1.14, 1.77, 0.47], [-1.35, 2.58, 1.59], [-0.28, 2.99, 2.36], [0.99, 2.58, 2.00], [1.14, 1.78, 0.88], [0.10, 1.40, 0.13], [-1.67, -1.15, -1.93], [-3.19, 1.83, -0.08], [-2.07, 1.47, -1.41], [-2.37, 2.86, 1.84], [-0.44, 3.61, 3.24], [1.87, 2.85, 2.57], [2.11, 1.43, 0.55], [-2.44, -0.53, 3.47], [-1.13, -1.01, 2.94], [0.05, -1.32, 3.60], [0.94, -1.68, 2.56], [0.33, -1.61, 1.38], [-0.92, -1.21, 1.63], [2.39, -2.05, 2.64], [-2.45, -0.59, 4.56], [-3.27, -1.12, 3.07], [-2.62, 0.51, 3.18], [0.25, -1.28, 4.66], [-1.59, -0.85, 0.82], [2.66, -2.37, 3.65], [3.02, -1.21, 2.36], [2.61, -2.86, 1.94], [3.83, 0.48, -1.45], [4.80, 1.86, -0.18], [5.93, 1.52, 0.57], [6.55, 2.42, 1.43], [6.05, 3.71, 1.58], [4.92, 4.07, 0.85], [4.31, 3.17, -0.01], [6.33, 0.52, 0.47], [7.43, 2.11, 1.99], [6.52, 4.41, 2.25], [4.50, 5.07, 0.96], [3.43, 3.47, -0.57], [0.40, -1.48, -4.50], [-0.97, -1.43, -3.83], [-1.67, -2.78, -4.03], [-1.82, -0.34, -4.53], [-0.78, -1.16, -2.43], [0.33, -1.71, -5.57], [1.02, -2.24, -4.01], [0.91, -0.52, -4.38], [-1.82, -3.03, -5.09], [-2.64, -2.77, -3.53], [-1.07, -3.57, -3.56], [-1.99, -0.55, -5.59], [-1.32, 0.62, -4.43], [-2.79, -0.27, -4.03]]
}

***

{
  "formula": "C3H2F3NO",
  "method": "ωB97M-V/def2-TZVPD",
  "s_squared": 2.022,
  "spin_multiplicity": 3,
  "homo_ev": [-6.690, -11.548],
  "symbols": ["C", "C", "C", "N", "O", "F", "F", "F", "H", "H"],
  "positions_angstrom": [[1.91, 0.94, -0.96], [-0.26, 0.15, -0.15], [3.75, -0.11, 0.33], [3.05, 0.48, -0.50], [0.64, 0.81, -0.82], [2.11, 1.84, -1.98], [5.06, -0.22, 0.21], [3.35, -0.76, 1.44], [0.00, -0.57, 0.61], [-1.27, 0.36, -0.44]]
}

***

{
  "formula": "C4H7NO",
  "method": "ωB97M-V/def2-TZVPD",
  "homo_ev": -9.485,
  "symbols": ["C", "C", "N", "C", "H", "H", "H", "H", "H", "C", "O", "H", "H"],
  "positions_angstrom": [[-1.40, 0.11, -1.87], [-0.40, 0.23, -0.96], [-0.49, -0.05, 0.44], [-1.54, 0.41, 1.05], [-2.41, -0.17, -1.56], [-1.16, 0.28, -2.93], [0.58, 0.52, -1.27], [-1.67, 0.14, 2.12], [-2.31, 1.03, 0.55], [2.69, -0.64, 1.11], [3.49, -0.24, 0.28], [2.66, -1.70, 1.43], [1.96, 0.08, 1.60]]
}

***

no.,molecular weight (g/mol),energy (a.u.)
1,113.16,-361.3653
2,544.64,-3020.3610
3,125.05,-544.9250
4,85.11,-286.5159